The following is a DFT calculation (the ωB97M-V functional and the def2-TZVPD basis) of 2 unconnected molecules or ions with the total composition C5H13NO2 in a non-equilibrium geometry.

Each line ends with the natural charge from an NBO analysis.
Atoms and positions in Å:
C: 1.73 0.42 -2.50  -0.649
C: 1.31 -0.04 -1.12  -0.237
N: -0.09 -0.56 -1.18  -0.612
C: -0.46 -1.35 -0.02  -0.154
C: -1.94 -1.83 -0.07  -0.599
C: -0.02 -0.79 1.34  0.416
O: -0.89 -0.62 2.16  -0.512
H: 2.15 -0.50 -3.09  0.203
H: 0.90 0.42 -3.23  0.239
H: 2.57 1.10 -2.56  0.224
H: 2.01 -0.70 -0.65  0.191
H: 1.38 0.87 -0.51  0.164
H: -0.62 0.29 -1.29  0.358
H: 0.04 -2.33 -0.19  0.199
H: -2.66 -1.03 -0.08  0.209
H: -2.09 -2.52 0.79  0.221
H: -2.10 -2.37 -0.99  0.215
H: 1.06 -0.60 1.51  0.123
O: -0.49 4.05 3.62  -0.944
H: -0.50 3.51 4.43  0.473
H: -1.29 4.59 3.62  0.471

E_HOMO: -8.811 eV
Electronic energy: -10979.26737 eV
SMILES string: CCN[C@H](C)C=O.O
Frontier orbital gap: 0.3556 Ha
Total charge: 0

The following is a DFT calculation (the ωB97M-V functional and the def2-TZVPD basis) of 2 unconnected molecules or ions with the total composition C5H13NO2 in a non-equilibrium geometry.

Each line ends with the natural charge from an NBO analysis.
Atoms and positions in Å:
C: 0.00 -2.19 0.59  -0.468
N: -1.28 -1.49 0.39  -0.407
C: -1.21 -0.28 -0.44  0.194
C: -0.05 0.72 0.03  -0.110
C: -0.69 1.82 0.89  -0.615
C: 0.65 1.27 -1.20  -0.638
O: -2.35 0.39 -0.51  -0.443
H: 0.68 -1.67 1.28  0.241
H: -0.10 -3.23 0.95  0.228
H: 0.55 -2.14 -0.34  0.256
H: -1.79 -1.35 1.24  0.384
H: 0.72 0.20 0.65  0.285
H: -1.24 1.41 1.72  0.209
H: -1.41 2.35 0.25  0.228
H: 0.10 2.49 1.25  0.223
H: 1.16 0.42 -1.74  0.264
H: -0.12 1.75 -1.90  0.206
H: 1.46 2.05 -0.95  0.248
H: 3.34 -1.06 -0.43  0.427
H: -0.85 -0.65 -1.45  0.271
O: 2.43 -0.83 -0.28  -0.983

E_HOMO: -8.233 eV
Electronic energy: -10973.44638 eV
Frontier orbital gap: 0.1442 Ha
Total charge: 0

Listing LUMO level for the structures above in their given order: 0.865, -4.310 eV.
Listing energy relative to the best compared isomer or geometry (same formula, charge and spin) for the structures above in their given order: 60.2, 194.5 kcal per mole.